Computed, not measured: a 15-piece molecular cluster, C49H117N11O27 overall at a distorted geometry, with ωB97M-V/def2-TZVPD.

Last column: Löwdin charge in e.
CARTESIAN COORDINATES (ANGSTROEM)
C (0.216, -0.641, -3.902)  -0.10
O (1.498, -0.721, -3.274)  -0.20
C (1.624, -1.980, -2.528)  -0.14
C (2.961, -1.992, -1.778)  -0.15
O (2.854, -1.138, -0.632)  -0.17
C (3.707, -1.565, 0.357)  -0.19
C (3.621, -0.648, 1.633)  -0.20
O (4.851, -0.708, 2.299)  -0.19
C (5.684, 0.416, 1.968)  -0.08
H (0.206, 0.295, -4.420)  0.07
H (-0.653, -0.779, -3.230)  0.08
H (0.042, -1.452, -4.590)  0.07
H (1.570, -2.786, -3.294)  0.13
H (0.792, -2.054, -1.809)  0.10
H (3.844, -1.638, -2.382)  0.13
H (3.125, -3.020, -1.453)  0.11
H (4.751, -1.346, 0.002)  0.14
H (3.556, -2.625, 0.606)  0.12
H (2.818, -0.958, 2.298)  0.09
H (3.390, 0.410, 1.400)  0.10
H (5.174, 1.326, 2.297)  0.08
H (5.922, 0.492, 0.888)  0.09
H (6.634, 0.346, 2.492)  0.09
C (-2.797, -0.987, -7.622)  -0.10
O (-3.647, 0.117, -7.446)  -0.17
C (-4.777, -0.154, -6.733)  -0.23
C (-4.583, -0.381, -5.218)  -0.20
O (-3.977, -1.606, -4.954)  -0.12
C (-3.457, -1.620, -3.617)  -0.17
C (-2.639, -2.878, -3.437)  -0.21
O (-1.730, -3.162, -4.499)  -0.20
C (-1.328, -4.505, -4.413)  -0.09
H (-2.429, -1.410, -6.699)  0.06
H (-1.899, -0.600, -8.131)  0.09
H (-3.249, -1.833, -8.194)  0.11
H (-5.333, -0.958, -7.178)  0.12
H (-5.380, 0.757, -6.736)  0.13
H (-5.604, -0.361, -4.841)  0.13
H (-4.106, 0.516, -4.834)  0.09
H (-4.207, -1.630, -2.769)  0.15
H (-2.792, -0.747, -3.646)  0.09
H (-3.374, -3.687, -3.362)  0.12
H (-2.137, -2.815, -2.437)  0.11
H (-0.745, -4.712, -3.497)  0.07
H (-0.694, -4.688, -5.280)  0.07
H (-2.293, -5.052, -4.352)  0.10
C (2.700, -5.790, 7.011)  -0.08
O (2.490, -4.517, 6.394)  -0.23
C (3.603, -3.715, 6.141)  -0.20
C (3.259, -2.557, 5.210)  -0.18
O (2.645, -1.526, 5.943)  -0.13
C (2.112, -0.382, 5.294)  -0.19
C (1.724, 0.732, 6.260)  -0.15
O (1.410, 1.929, 5.535)  -0.21
C (2.532, 2.522, 4.905)  -0.08
H (3.144, -5.631, 8.047)  0.11
H (3.341, -6.475, 6.460)  0.08
H (1.726, -6.236, 7.101)  0.08
H (4.447, -4.330, 5.696)  0.14
H (4.011, -3.323, 7.090)  0.13
H (2.621, -2.837, 4.355)  0.10
H (4.175, -2.152, 4.815)  0.12
H (1.286, -0.602, 4.634)  0.09
H (2.872, 0.037, 4.596)  0.11
H (2.506, 0.828, 7.017)  0.13
H (0.823, 0.397, 6.761)  0.12
H (2.080, 2.928, 3.968)  0.09
H (3.245, 1.788, 4.563)  0.06
H (2.979, 3.334, 5.475)  0.09
C (-6.235, 3.461, 1.776)  -0.14
O (-5.405, 2.828, 0.882)  -0.19
C (-4.081, 3.396, 0.896)  -0.18
C (-3.199, 2.503, 0.133)  -0.19
O (-3.422, 2.819, -1.235)  -0.12
C (-3.030, 1.778, -2.096)  -0.19
C (-2.784, 2.310, -3.475)  -0.26
O (-3.973, 2.819, -3.994)  -0.16
C (-3.683, 3.294, -5.319)  -0.07
H (-7.284, 3.091, 1.752)  0.10
H (-6.348, 4.538, 1.547)  0.10
H (-5.938, 3.244, 2.797)  0.09
H (-3.696, 3.439, 1.901)  0.10
H (-4.139, 4.472, 0.604)  0.15
H (-3.490, 1.488, 0.334)  0.10
H (-2.131, 2.649, 0.366)  0.11
H (-3.630, 0.842, -2.152)  0.12
H (-2.084, 1.428, -1.673)  0.10
H (-2.405, 1.494, -4.153)  0.12
H (-1.976, 3.085, -3.502)  0.11
H (-3.505, 2.455, -5.975)  0.07
H (-2.735, 3.847, -5.224)  0.09
H (-4.467, 3.907, -5.712)  0.09
C (-3.049, -2.952, 1.979)  0.08
N (-3.189, -2.497, 0.537)  -0.43
O (-2.479, -1.607, 0.160)  0.04
O (-3.959, -3.095, -0.158)  0.08
H (-3.820, -3.622, 2.347)  0.11
H (-2.802, -2.118, 2.634)  0.09
H (-2.109, -3.499, 1.910)  0.07
C (4.756, 3.731, -0.608)  0.06
N (3.789, 2.686, -0.232)  -0.39
O (3.786, 1.621, -0.811)  0.04
O (3.043, 2.986, 0.724)  0.03
H (5.582, 3.197, -1.124)  0.09
H (5.058, 4.170, 0.341)  0.11
H (4.287, 4.480, -1.223)  0.08
C (-0.004, -0.015, 0.130)  0.05
N (0.232, -0.871, 1.319)  -0.41
O (0.513, -2.017, 1.118)  0.06
O (0.080, -0.431, 2.423)  0.08
H (-0.322, -0.680, -0.712)  0.09
H (0.906, 0.507, -0.162)  0.08
H (-0.872, 0.625, 0.421)  0.10
C (2.290, -2.418, -6.625)  0.06
N (1.258, -3.469, -6.948)  -0.47
O (0.151, -3.120, -7.274)  0.07
O (1.704, -4.558, -7.041)  0.08
H (2.226, -2.199, -5.585)  0.06
H (2.166, -1.550, -7.293)  0.11
H (3.245, -2.895, -6.846)  0.10
C (-5.463, -0.562, 4.039)  0.01
C (-5.975, -0.674, 2.637)  -0.58
O (-6.944, -1.350, 2.350)  0.03
N (-5.266, -0.135, 1.630)  0.03
C (-5.947, -0.026, 0.364)  -0.09
H (-6.251, -0.127, 4.637)  0.08
H (-4.641, 0.145, 4.081)  0.04
H (-5.292, -1.573, 4.483)  0.11
H (-4.566, 0.577, 1.863)  0.10
H (-6.595, 0.829, 0.213)  0.08
H (-6.595, -0.908, 0.053)  0.11
H (-5.138, -0.015, -0.371)  0.06
C (2.586, 4.377, -4.754)  0.02
C (2.029, 3.948, -3.396)  -0.52
O (2.183, 4.693, -2.403)  -0.02
N (1.336, 2.830, -3.414)  0.07
C (1.005, 2.206, -2.139)  -0.05
H (2.108, 5.324, -5.064)  0.10
H (2.499, 3.582, -5.496)  0.07
H (3.634, 4.529, -4.519)  0.07
H (1.280, 2.284, -4.220)  0.10
H (0.531, 2.937, -1.472)  0.09
H (1.856, 1.708, -1.691)  0.06
H (0.237, 1.481, -2.386)  0.06
C (-0.862, 2.973, 2.561)  0.02
C (-1.656, 1.895, 3.323)  -0.50
O (-2.656, 1.406, 2.806)  0.02
N (-1.344, 1.647, 4.607)  0.04
C (-2.091, 0.715, 5.416)  -0.04
H (-1.520, 3.770, 2.302)  0.05
H (-0.500, 2.615, 1.648)  0.04
H (-0.015, 3.458, 3.073)  0.08
H (-0.392, 1.876, 4.836)  0.09
H (-1.399, 0.535, 6.202)  0.07
H (-2.428, -0.156, 4.898)  0.06
H (-2.951, 1.252, 5.846)  0.10
C (1.119, 6.057, 0.848)  -0.01
C (-0.250, 5.838, 0.293)  -0.57
O (-1.257, 5.916, 0.980)  0.03
N (-0.282, 5.553, -1.048)  0.00
C (-1.510, 5.512, -1.788)  -0.06
H (1.743, 6.640, 0.133)  0.09
H (1.575, 5.041, 1.030)  0.08
H (0.982, 6.630, 1.802)  0.10
H (0.613, 5.359, -1.482)  0.07
H (-1.182, 5.699, -2.836)  0.10
H (-2.219, 6.278, -1.432)  0.10
H (-2.000, 4.561, -1.715)  0.05
C (1.871, -4.815, 2.518)  0.01
C (0.595, -5.072, 1.668)  -0.54
O (-0.500, -5.319, 2.071)  0.06
N (0.874, -5.029, 0.316)  0.00
C (-0.140, -4.837, -0.672)  -0.09
H (1.857, -3.782, 2.782)  0.03
H (2.800, -5.076, 2.018)  0.08
H (1.738, -5.332, 3.493)  0.09
H (1.787, -4.664, 0.129)  0.10
H (-0.460, -3.809, -0.900)  0.06
H (-1.017, -5.396, -0.355)  0.09
H (0.269, -5.237, -1.617)  0.08
C (5.761, 0.426, -3.328)  0.00
C (6.610, 1.680, -3.221)  -0.58
O (7.182, 1.931, -2.197)  0.04
N (6.556, 2.566, -4.239)  0.01
C (7.136, 3.900, -4.104)  -0.06
H (6.328, -0.440, -3.041)  0.08
H (5.296, 0.241, -4.313)  0.08
H (4.924, 0.472, -2.646)  0.05
H (6.158, 2.272, -5.117)  0.13
H (7.198, 4.441, -5.030)  0.08
H (8.121, 3.759, -3.682)  0.09
H (6.508, 4.538, -3.500)  0.07
C (-0.917, -3.915, 8.189)  -0.01
C (-1.289, -3.186, 6.954)  -0.56
O (-2.418, -2.698, 6.768)  0.01
N (-0.290, -3.139, 6.032)  0.04
C (-0.555, -2.717, 4.653)  -0.04
H (-1.560, -4.842, 8.211)  0.11
H (-1.169, -3.383, 9.146)  0.10
H (0.111, -4.277, 8.199)  0.06
H (0.645, -3.478, 6.337)  0.11
H (0.352, -2.217, 4.261)  0.05
H (-1.273, -1.965, 4.676)  0.03
H (-0.784, -3.583, 4.011)  0.09

Computed, not measured: C49H124N4O17Zr as an isolated structure at a distorted geometry, with ωB97M-V/def2-TZVPD.

Last column: Löwdin charge in e.
CARTESIAN COORDINATES (ANGSTROEM)
Zr (-3.781, 21.760, -5.895)  1.99
C (-4.264, 24.480, -2.737)  -0.05
C (-4.067, 23.254, -1.817)  -0.46
C (-5.092, 23.537, -0.720)  -0.16
C (-5.448, 22.369, 0.149)  -0.18
C (-5.812, 21.141, -0.692)  -0.13
C (-4.727, 20.794, -1.713)  -0.45
N (-4.453, 22.009, -2.522)  -0.09
O (-3.656, 21.743, -3.656)  -0.30
C (-5.344, 19.705, -2.634)  -0.02
C (-3.566, 20.171, -0.906)  -0.02
C (-2.630, 23.313, -1.273)  -0.01
H (-3.603, 24.443, -3.604)  0.06
H (-4.141, 25.424, -2.203)  0.08
H (-5.298, 24.546, -3.086)  0.06
H (-6.023, 23.889, -1.174)  0.10
H (-4.827, 24.339, -0.025)  0.12
H (-6.293, 22.686, 0.768)  0.10
H (-4.658, 22.211, 0.889)  0.10
H (-6.707, 21.409, -1.248)  0.08
H (-6.022, 20.318, -0.008)  0.12
H (-5.831, 18.899, -2.087)  0.06
H (-4.523, 19.226, -3.171)  0.07
H (-6.037, 20.191, -3.319)  0.07
H (-3.310, 20.667, 0.032)  0.06
H (-2.629, 20.186, -1.468)  0.05
H (-3.750, 19.135, -0.615)  0.08
H (-1.880, 22.849, -1.915)  0.06
H (-2.576, 22.819, -0.301)  0.06
H (-2.316, 24.347, -1.122)  0.09
C (-8.085, 17.652, -0.977)  -0.06
C (-7.850, 16.128, -0.912)  -0.50
C (-6.365, 15.857, -1.235)  -0.14
C (-5.416, 16.125, -0.047)  -0.20
C (-5.860, 15.390, 1.190)  -0.16
C (-7.332, 15.628, 1.564)  -0.50
N (-8.183, 15.468, 0.368)  -0.20
O (-9.536, 15.477, 0.689)  -0.28
C (-7.494, 17.031, 2.244)  -0.04
C (-7.614, 14.542, 2.605)  -0.07
C (-8.685, 15.470, -2.044)  -0.05
H (-7.367, 18.219, -0.380)  0.04
H (-9.061, 17.898, -0.546)  0.08
H (-8.180, 18.016, -2.003)  0.07
H (-6.056, 16.556, -2.016)  0.09
H (-6.228, 14.814, -1.526)  0.12
H (-5.343, 17.207, 0.107)  0.08
H (-4.416, 15.802, -0.351)  0.09
H (-5.313, 15.742, 2.071)  0.10
H (-5.663, 14.324, 1.072)  0.11
H (-7.114, 17.136, 3.261)  0.07
H (-8.534, 17.355, 2.170)  0.06
H (-6.989, 17.745, 1.586)  0.04
H (-7.429, 13.497, 2.344)  0.08
H (-8.672, 14.520, 2.878)  0.07
H (-7.086, 14.673, 3.553)  0.07
H (-8.391, 15.942, -2.986)  0.06
H (-9.768, 15.501, -1.931)  0.07
H (-8.478, 14.406, -2.176)  0.08
C (-6.873, 20.571, -8.129)  -0.05
C (-6.872, 19.187, -7.429)  -0.48
C (-7.096, 18.190, -8.577)  -0.16
C (-6.811, 16.769, -8.223)  -0.19
C (-5.396, 16.622, -7.638)  -0.13
C (-5.054, 17.599, -6.492)  -0.50
N (-5.568, 18.943, -6.795)  -0.14
O (-5.078, 19.944, -5.989)  -0.33
C (-3.534, 17.536, -6.367)  -0.04
C (-5.724, 17.021, -5.246)  -0.02
C (-8.050, 19.180, -6.436)  -0.01
H (-7.787, 20.750, -8.697)  0.09
H (-6.066, 20.725, -8.850)  0.08
H (-6.803, 21.384, -7.401)  0.04
H (-6.586, 18.404, -9.518)  0.12
H (-8.164, 18.263, -8.805)  0.12
H (-6.836, 16.186, -9.147)  0.11
H (-7.563, 16.331, -7.564)  0.11
H (-4.693, 16.767, -8.461)  0.12
H (-5.358, 15.612, -7.231)  0.12
H (-3.157, 18.053, -5.482)  0.06
H (-3.059, 17.997, -7.236)  0.09
H (-3.176, 16.507, -6.333)  0.09
H (-5.335, 16.030, -5.000)  0.09
H (-6.805, 16.954, -5.331)  0.07
H (-5.420, 17.654, -4.409)  0.06
H (-8.307, 18.158, -6.156)  0.07
H (-8.939, 19.642, -6.869)  0.09
H (-7.866, 19.692, -5.490)  0.07
C (-0.056, 18.397, -5.229)  -0.01
C (-0.085, 19.818, -4.636)  -0.49
C (1.327, 20.132, -4.078)  -0.12
C (2.341, 20.525, -5.173)  -0.16
C (1.805, 21.660, -6.036)  -0.16
C (0.410, 21.414, -6.628)  -0.49
N (-0.464, 20.900, -5.551)  -0.11
O (-1.798, 20.789, -5.941)  -0.34
C (0.604, 20.385, -7.758)  -0.02
C (-0.028, 22.747, -7.201)  -0.05
C (-0.969, 19.808, -3.401)  -0.05
H (0.059, 17.600, -4.493)  0.09
H (0.802, 18.291, -5.893)  0.07
H (-1.002, 18.180, -5.725)  0.06
H (1.801, 19.346, -3.484)  0.13
H (1.255, 20.889, -3.291)  0.10
H (2.592, 19.694, -5.837)  0.10
H (3.312, 20.790, -4.750)  0.11
H (2.563, 21.880, -6.794)  0.13
H (1.869, 22.612, -5.498)  0.10
H (-0.220, 19.683, -7.889)  0.08
H (1.450, 19.719, -7.582)  0.07
H (0.851, 20.922, -8.675)  0.08
H (-0.973, 22.782, -7.755)  0.07
H (0.674, 23.205, -7.901)  0.09
H (-0.207, 23.544, -6.472)  0.06
H (-1.949, 19.370, -3.602)  0.07
H (-1.171, 20.789, -2.967)  0.06
H (-0.502, 19.178, -2.642)  0.09
C (-8.970, 22.027, -2.086)  -0.16
O (-9.446, 21.963, -3.416)  -0.10
H (-9.764, 22.150, -1.342)  0.08
H (-8.519, 21.047, -1.943)  0.07
H (-8.302, 22.873, -1.897)  0.06
H (-10.031, 22.725, -3.494)  0.08
C (-9.077, 20.618, 1.689)  -0.17
O (-10.480, 20.400, 1.690)  -0.11
H (-8.505, 20.000, 2.380)  0.08
H (-8.660, 20.444, 0.688)  0.05
H (-8.874, 21.689, 1.759)  0.06
H (-10.590, 19.451, 1.819)  0.08
C (-2.434, 24.542, 2.329)  -0.15
O (-1.092, 24.979, 2.140)  -0.12
H (-2.840, 23.998, 1.476)  0.04
H (-2.413, 23.898, 3.209)  0.09
H (-3.075, 25.420, 2.439)  0.08
H (-0.617, 24.754, 2.941)  0.07
C (0.111, 23.906, -3.595)  -0.10
O (-0.917, 24.734, -4.136)  -0.14
H (1.058, 24.304, -3.966)  0.09
H (0.115, 23.929, -2.504)  0.07
H (0.015, 22.865, -3.902)  0.07
H (-0.815, 25.666, -3.892)  0.05
C (-3.821, 19.120, 2.709)  -0.16
O (-3.308, 19.224, 4.024)  -0.12
H (-4.766, 19.660, 2.651)  0.08
H (-3.075, 19.410, 1.966)  0.06
H (-4.026, 18.074, 2.464)  0.07
H (-3.231, 18.354, 4.417)  0.07
C (-1.428, 17.332, 0.537)  -0.15
O (-0.614, 16.329, -0.069)  -0.13
H (-0.986, 17.650, 1.478)  0.08
H (-1.381, 18.170, -0.166)  0.06
H (-2.452, 16.971, 0.644)  0.06
H (-1.103, 15.946, -0.801)  0.07
C (-1.768, 27.760, -3.109)  -0.11
O (-0.703, 27.464, -4.011)  -0.13
H (-1.367, 27.945, -2.110)  0.09
H (-2.335, 28.610, -3.491)  0.08
H (-2.392, 26.868, -3.059)  0.06
H (-0.157, 28.254, -4.048)  0.10
C (-2.944, 24.945, -6.451)  -0.09
O (-2.758, 23.731, -5.702)  -0.31
H (-2.024, 25.352, -6.868)  0.10
H (-3.738, 24.833, -7.191)  0.09
H (-3.349, 25.717, -5.788)  0.08
H (-2.009, 24.047, -5.134)  0.05
C (-5.284, 28.269, -5.290)  -0.15
O (-5.168, 27.075, -4.517)  -0.15
H (-4.437, 28.376, -5.965)  0.08
H (-6.147, 28.179, -5.957)  0.08
H (-5.470, 29.144, -4.669)  0.08
H (-5.715, 27.194, -3.737)  0.08
C (-6.269, 24.350, 3.626)  -0.15
O (-6.846, 25.644, 3.679)  -0.13
H (-6.083, 23.977, 4.634)  0.08
H (-6.932, 23.686, 3.064)  0.07
H (-5.362, 24.493, 3.039)  0.06
H (-7.729, 25.572, 4.052)  0.07
C (-8.993, 25.089, -0.119)  -0.18
O (-10.331, 25.163, -0.531)  -0.11
H (-8.374, 25.464, -0.935)  0.07
H (-8.822, 25.692, 0.778)  0.08
H (-8.700, 24.069, 0.144)  0.06
H (-10.822, 24.408, -0.198)  0.08
C (0.788, 21.845, -0.358)  -0.17
O (1.900, 21.672, 0.477)  -0.11
H (0.066, 22.424, 0.226)  0.08
H (1.070, 22.378, -1.265)  0.06
H (0.337, 20.903, -0.687)  0.07
H (1.615, 21.365, 1.340)  0.08
C (-6.792, 22.695, -4.885)  -0.06
O (-5.585, 23.028, -5.642)  -0.26
H (-6.752, 23.162, -3.902)  0.07
H (-7.624, 23.123, -5.442)  0.10
H (-6.919, 21.625, -4.755)  0.06
H (-5.668, 23.976, -5.800)  0.11

Record order is preserved below.
ΔE to the lowest compared entry with this formula, charge and spin: 0.0000; 2.3435 eV
Record order is preserved below.
HOMO-LUMO gap: 8.2; 1.3 eV
Record order is preserved below.
LUMO energy: -0.40; -2.05 eV